Entry from the Open Molecules 2025 dataset: a cluster of 2 separate species, C2H5N3O2 in total (wB97M-V/def2-TZVPD).

lowest unoccupied orbital energy (spin up / spin down)	0.95 / -1.08	eV
energy above the lowest of the compared OMol25 structures with the same formula, charge and spin	1.930	eV
HOMO level (spin up / spin down)	-8.23 / -9.50	eV

```
! RIJCOSX wB97M-V def2-TZVPD def2/J DEFGRID3
* xyz 0 3
O -2.389 -0.870 -0.967
O 1.701 -0.663 0.561
N -1.653 -1.750 -0.556
N 0.598 -0.286 0.256
N -0.088 0.664 0.286
C 0.431 2.043 0.468
C -0.389 -1.915 -0.422
H 0.165 2.536 -0.487
H 1.507 1.934 0.655
H -0.026 -2.545 0.317
H 0.295 -1.765 -1.372
H -0.153 2.616 1.260
*
```

***

Entry from the Open Molecules 2025 dataset: the ion C5H13N2 with charge +2 (wB97M-V/def2-TZVPD).

lowest unoccupied orbital energy (spin up / spin down)	-9.44 / -13.48	eV
energy above the lowest of the compared OMol25 structures with the same formula, charge and spin	4.784	eV
HOMO level (spin up / spin down)	-20.03 / -20.02	eV

```
! RIJCOSX wB97M-V def2-TZVPD def2/J DEFGRID3
* xyz 2 2
N 2.075 -0.024 0.216
N -0.344 -1.428 -0.737
C -0.289 0.830 0.181
C 2.846 0.292 1.205
C -2.439 -0.246 -0.138
C -1.100 -0.095 -0.716
C 1.162 0.990 -0.318
H -2.646 0.174 0.783
H -1.095 0.586 -1.505
H -0.746 -2.212 -1.221
H -0.813 1.739 0.332
H 3.516 -0.591 1.369
H 2.868 1.153 1.890
H -3.347 -0.239 -0.703
H -0.190 -1.683 0.253
H 1.571 1.976 -0.036
H 0.583 -1.293 -0.931
H -2.509 -1.421 0.235
H 1.192 0.993 -1.439
H -0.293 0.499 1.281
*
```

***

Entry from the Open Molecules 2025 dataset: a structure of composition C41H64LaN10O2PSi3 (wB97M-V/def2-TZVPD).

lowest unoccupied orbital energy	-5.62	eV
energy above the lowest of the compared OMol25 structures with the same formula, charge and spin	0.557	eV
HOMO level	-11.43	eV

```
! RIJCOSX wB97M-V def2-TZVPD def2/J DEFGRID3
* xyz 2 1
La 14.114 14.072 11.751
P 10.930 14.386 12.501
Si 17.568 14.328 12.311
Si 16.355 15.801 9.592
Si 16.918 17.288 12.525
O 16.366 12.961 12.046
O 13.946 11.424 11.560
N 13.207 13.292 13.760
N 11.262 13.197 14.986
N 13.172 9.553 9.630
N 10.738 17.224 12.227
N 8.465 5.047 12.977
N 12.819 16.518 12.257
N 9.984 13.024 10.212
N 11.572 6.418 13.040
N 13.595 8.207 15.337
N 12.058 13.876 10.026
C 12.712 7.776 7.416
C 14.546 8.151 16.256
C 9.770 4.916 10.971
C 12.445 6.702 11.906
C 15.246 6.966 16.472
C 9.278 17.266 12.479
C 11.809 7.205 14.235
C 13.480 12.972 15.142
C 17.773 16.625 8.672
C 10.935 13.817 10.819
C 7.425 5.009 10.817
C 12.793 17.900 11.939
C 14.838 16.840 9.033
C 18.662 17.511 13.013
C 12.286 12.857 15.809
C 13.255 9.053 7.216
C 13.144 7.017 14.822
C 13.863 5.809 14.941
C 11.650 13.273 8.835
C 16.522 18.717 11.365
C 16.869 11.634 11.993
C 15.631 17.118 13.903
C 12.370 7.506 8.774
C 14.949 5.809 15.761
C 9.857 13.324 15.358
C 11.827 13.410 13.762
C 17.810 14.222 14.199
C 7.400 5.076 12.191
C 8.667 4.971 10.179
C 16.605 15.744 11.502
C 11.502 18.337 11.966
C 13.495 9.857 8.316
C 10.885 5.142 13.090
C 8.628 12.833 10.689
C 12.599 8.345 9.846
C 12.024 8.078 11.199
C 11.540 16.122 12.394
C 9.622 5.104 12.361
C 16.034 14.063 8.961
C 19.244 13.808 11.477
C 10.458 12.681 8.933
H 14.850 16.507 13.444
H 8.976 18.359 12.422
H 14.144 10.733 8.280
H 8.501 13.334 11.715
H 13.542 11.230 12.435
H 13.695 18.520 11.849
H 12.529 5.845 11.194
H 19.332 17.050 12.291
H 18.185 13.158 14.202
H 9.742 13.693 16.387
H 15.888 16.602 14.820
H 18.647 14.901 14.576
H 16.968 11.194 13.003
H 7.898 13.243 9.959
H 10.924 8.014 11.130
H 9.124 16.823 13.442
H 6.497 4.894 12.770
H 6.542 5.103 10.269
H 14.915 17.965 8.962
H 14.876 9.054 16.825
H 15.478 18.597 10.906
H 12.759 6.998 6.647
H 14.513 16.528 8.065
H 16.071 6.924 17.220
H 13.440 9.472 6.262
H 11.170 19.339 12.088
H 16.909 14.258 14.884
H 11.693 8.266 13.931
H 14.481 12.905 15.428
H 17.323 18.762 10.610
H 19.679 12.984 12.056
H 9.911 12.080 8.247
H 16.086 11.055 11.434
H 13.501 6.802 12.272
H 13.994 16.682 9.732
H 16.592 19.719 11.885
H 10.993 6.941 14.982
H 18.098 17.469 9.239
H 8.835 4.819 9.117
H 12.311 13.439 7.964
H 16.664 13.360 9.407
H 8.747 16.653 11.776
H 13.586 4.841 14.348
H 19.161 13.298 10.410
H 8.487 11.746 10.767
H 18.954 17.171 13.998
H 13.603 10.680 10.934
H 16.258 14.052 7.902
H 9.446 14.052 14.607
H 12.004 6.468 8.938
H 12.116 12.716 16.887
H 10.628 4.883 14.181
H 17.776 11.588 11.392
H 19.851 14.666 11.447
H 15.522 4.908 16.009
H 14.969 13.744 9.101
H 18.583 15.818 8.649
H 17.610 16.873 7.659
H 11.610 4.347 12.738
H 15.104 18.100 14.195
H 10.784 4.981 10.574
H 18.798 18.609 12.979
H 12.427 8.969 11.757
H 9.346 12.402 15.248
*
```

***

Entry from the Open Molecules 2025 dataset: a structure of composition C15H22AuN2O3 (wB97M-V/def2-TZVPD).

lowest unoccupied orbital energy (spin up / spin down)	-14.23 / -14.23	eV
energy above the lowest of the compared OMol25 structures with the same formula, charge and spin	0.342	eV
HOMO level (spin up / spin down)	-18.89 / -18.89	eV

```
! RIJCOSX wB97M-V def2-TZVPD def2/J DEFGRID3
* xyz 3 1
Au -0.305 -0.025 -0.077
O 0.207 -0.110 2.361
O 0.072 2.047 -0.448
O 1.907 0.281 0.292
N -0.459 -2.187 -0.291
N -2.492 -0.422 -0.636
C -0.779 -0.601 3.281
C -0.923 3.000 -0.914
C -0.856 -4.939 -0.280
C -1.952 -4.061 -0.222
C -4.365 -3.554 0.005
C 2.443 -0.011 1.619
C 0.420 -4.410 -0.377
C -2.808 -1.762 -0.311
C -1.704 -2.685 -0.280
C 1.450 -0.794 2.436
C -4.120 -2.203 -0.096
C -3.299 -4.489 -0.060
C 0.582 -3.025 -0.364
C 2.366 1.559 -0.223
C 1.331 2.078 -1.170
H 1.568 3.105 -1.448
H -3.505 -5.548 0.058
H -1.589 0.122 3.304
H 2.482 2.249 0.611
H 1.289 -5.050 -0.439
H 1.342 -1.828 2.082
H 1.247 1.478 -2.080
H 1.569 -2.579 -0.403
H 3.323 1.432 -0.729
H -1.802 2.883 -0.287
H -1.149 -1.584 2.969
H 1.811 -0.832 3.466
H 2.657 0.933 2.116
H -5.384 -3.908 0.104
H -1.012 -6.012 -0.256
H -3.204 0.232 -0.309
H -4.946 -1.500 -0.085
H -0.358 -0.690 4.282
H -2.407 -0.303 -1.650
H -1.155 2.834 -1.966
H -0.523 4.001 -0.776
H 3.369 -0.573 1.503
*
```

***

Entry from the Open Molecules 2025 dataset: an isolated molecule of C4H6N2O2 (wB97M-V/def2-TZVPD).

lowest unoccupied orbital energy	0.39	eV
energy above the lowest of the compared OMol25 structures with the same formula, charge and spin	3.929	eV
SMILES	C=C(/C=N/O)NC=O
HOMO level	-9.13	eV

```
! RIJCOSX wB97M-V def2-TZVPD def2/J DEFGRID3
* xyz 0 1
O 1.650 2.887 0.594
O -2.240 -2.129 -0.861
N -0.521 -0.385 -0.946
N 0.843 1.922 0.135
C -1.417 -1.337 -1.507
C -0.219 -1.294 1.223
C 0.798 0.771 0.725
C 0.041 -0.348 0.387
H 1.523 0.738 1.623
H -0.222 0.366 -1.535
H 0.226 -1.199 2.174
H 1.643 3.346 -0.241
H -1.382 -1.149 -2.624
H -0.722 -2.189 0.854
*
```

***

Entry from the Open Molecules 2025 dataset: a structure of composition CClIS (wB97M-V/def2-TZVPD).

lowest unoccupied orbital energy	-1.45	eV
energy above the lowest of the compared OMol25 structures with the same formula, charge and spin	1.148	eV
HOMO level	-9.60	eV

```
! RIJCOSX wB97M-V def2-TZVPD def2/J DEFGRID3
* xyz 0 1
I -1.957 -0.210 0.010
Cl 0.918 1.800 0.042
S 1.175 -0.339 -0.137
C -0.136 -1.251 0.085
*
```

***

Entry from the Open Molecules 2025 dataset: a structure of composition H28MgO18S (wB97M-V/def2-TZVPD).

lowest unoccupied orbital energy (spin up / spin down)	-3.96 / -9.22	eV
HOMO level (spin up / spin down)	-12.94 / -12.94	eV

```
! RIJCOSX wB97M-V def2-TZVPD def2/J DEFGRID3
* xyz 1 2
S 0.255 0.395 0.346
Mg 0.648 -1.470 -1.256
O 0.177 -1.044 0.524
O 3.627 0.132 2.068
O -2.905 1.914 1.808
O -0.132 -2.989 2.363
O 0.800 3.892 0.847
O 2.518 -1.760 -0.706
O 0.225 -3.409 -1.281
O 2.026 2.768 -1.555
O -0.478 2.208 -3.045
O -1.864 -0.642 3.346
O 0.723 0.418 -1.044
O -1.268 -1.193 -1.881
O -1.129 0.752 0.515
O -2.722 0.891 -2.274
O 1.212 1.090 1.206
O -2.823 -1.485 0.890
O 0.566 1.426 3.965
O 1.285 -1.262 -3.102
H -2.494 -0.659 0.535
H -0.921 -0.739 3.481
H 2.871 2.942 -1.138
H 3.130 -2.449 -0.964
H -0.030 -4.149 -0.730
H -2.336 1.333 1.303
H -2.003 -0.891 2.433
H 1.154 3.806 -0.038
H 0.000 -3.682 -2.170
H -1.605 -0.352 -2.189
H -2.313 2.364 2.411
H -0.221 -3.722 1.754
H 2.001 -0.779 -3.514
H 4.121 0.809 1.606
H 0.334 2.350 4.058
H 0.168 2.210 -2.339
H 0.703 -1.492 -3.827
H -3.551 0.660 -2.691
H -2.020 -1.784 -1.926
H -2.932 0.960 -1.343
H 1.977 1.814 -1.607
H 2.721 0.262 1.788
H -2.572 -2.141 0.240
H 3.050 -1.142 -0.205
H -1.245 1.778 -2.666
H -0.081 -2.215 1.802
H 0.770 2.996 1.182
H 0.581 1.276 3.020
*
```

***

Entry from the Open Molecules 2025 dataset: a cluster of 8 separate species, C20H42BN4O29S7 in total (wB97M-V/def2-TZVPD).

lowest unoccupied orbital energy	1.41	eV
HOMO level	-4.07	eV

```
! RIJCOSX wB97M-V def2-TZVPD def2/J DEFGRID3
* xyz -1 1
S -4.691 -5.407 2.353
S -1.486 -7.022 3.034
S 1.253 -7.787 -2.354
S 1.858 4.769 6.462
S 2.836 4.293 -0.961
S 4.480 8.750 3.715
S -3.233 2.436 -7.360
O -6.235 -5.391 2.878
O 3.847 3.281 -0.764
O 3.778 9.003 2.478
O -3.786 3.770 -7.293
O 0.812 -6.218 -2.359
O -4.705 -5.566 0.916
O -2.761 -3.980 -3.321
O -3.916 -6.252 3.232
O 2.431 -7.922 -1.527
O -2.657 -8.133 2.809
O -1.891 2.117 -6.932
O -4.267 1.418 -6.615
O -0.024 -8.362 -1.517
O 3.037 4.635 7.288
O 3.455 5.462 -1.916
O 5.866 7.962 3.371
O -4.337 -3.851 2.690
O 1.783 4.266 5.110
O -2.031 -5.948 3.835
O 2.714 5.178 0.403
O 1.499 3.993 -1.424
O 1.178 -8.291 -3.705
O -0.517 -7.925 3.986
O 4.777 9.787 4.678
O -0.813 -6.801 1.775
O -3.441 1.874 -8.877
O 3.732 7.530 4.496
O 1.418 6.339 6.456
O 0.582 4.194 7.298
N 3.809 -1.081 -4.481
N 3.436 1.130 -3.407
N 5.357 -0.590 -2.612
N -3.048 -1.268 -3.750
C -6.492 -4.166 3.562
C 5.934 6.778 4.162
C -0.101 5.286 7.910
C 4.485 6.330 4.336
C -0.520 -6.096 -1.862
C 0.051 1.342 -3.356
C -4.210 0.674 -8.838
C 4.196 -0.192 -3.497
C -0.707 -7.270 -0.905
C -5.090 0.793 -7.596
C 0.086 6.461 6.953
C 1.046 0.284 -2.597
C -5.550 -3.142 2.933
C 3.283 6.724 -1.275
C 3.376 6.429 0.220
C -2.224 -9.391 3.324
C -2.940 -2.645 -3.516
C -1.249 -9.057 4.450
C 2.493 1.034 -2.220
C -1.528 0.901 -3.405
B -1.672 -0.738 -3.390
H 5.039 -1.227 -1.832
H -1.760 -7.515 -0.746
H -1.982 1.414 -4.383
H -0.654 -5.132 -1.363
H 0.376 5.484 8.875
H -0.575 -9.886 4.677
H -1.472 -1.077 -2.257
H 2.880 1.305 -4.298
H -0.602 6.391 6.105
H 2.899 7.205 0.824
H 2.980 0.345 -1.376
H 4.440 -1.909 -4.378
H -5.443 -0.178 -7.242
H -1.723 -9.935 2.517
H -0.858 -1.292 -4.037
H 0.640 -0.121 -1.565
H 4.121 5.816 3.441
H 4.045 7.433 -1.608
H -0.048 7.425 7.452
H -5.949 1.446 -7.783
H -3.519 -0.171 -8.752
H -1.208 -6.165 -2.710
H -1.784 -8.764 5.360
H -2.180 1.346 -2.510
H 1.340 -0.571 -3.356
H -4.799 0.569 -9.753
H 0.102 2.353 -2.747
H -0.230 -7.072 0.060
H -7.542 -3.882 3.453
H -5.936 -2.792 1.969
H -1.154 5.042 8.069
H 6.384 7.041 5.125
H -6.263 -4.313 4.622
H 2.218 2.095 -1.751
H 2.291 7.105 -1.540
H 4.356 5.680 5.206
H 6.548 6.020 3.670
H -3.079 -9.973 3.678
H 4.418 6.312 0.534
H 0.414 1.462 -4.481
H 5.876 0.239 -2.239
H -5.372 -2.284 3.586
*
```